# 1
Below is a cluster of 2 separate species, H5NO in total in a non-equilibrium geometry, with properties calculated with ωB97M-V/def2-TZVPD.

Geometry as XYZ:
```
7
Properties=species:S:1:pos:R:3:forces:R:3:lowdin_charge:R:1
N -0.764 -0.522 1.135 0.8 0.2 1.9 -0.02
H -0.648 -1.310 0.510 0.4 0.3 0.2 -0.01
H -0.947 0.333 0.628 0.3 -0.2 0.0 -0.02
H -0.016 -0.416 1.896 -1.6 -0.3 -2.0 0.04
O 0.369 0.732 -1.493 1.1 1.8 1.9 -0.07
H 1.050 1.090 -0.847 -1.7 0.0 -0.7 0.07
H 0.956 0.091 -1.828 0.6 -1.8 -1.4 0.00
```
Forces are in eV/Å.

## Properties
- electronic energy (eV) = -3618.364
- structure (SMILES) = N.O
- Kohn-Sham gap (eV) = 10.20


# 2
Below is a cluster of 2 separate species, C3H3F in total in a non-equilibrium geometry, with properties calculated with ωB97M-V/def2-TZVPD.

Geometry as XYZ:
```
7
Properties=species:S:1:pos:R:3:forces:R:3:lowdin_charge:R:1
C 1.094 0.545 -0.645 -2.2 -0.2 0.1 0.09
C 1.945 -0.077 0.022 2.3 0.3 -0.2 -0.27
C -1.584 -0.090 0.166 0.6 -0.8 -2.0 0.20
F 3.234 -0.201 0.233 -1.1 -0.4 0.3 0.05
H -1.587 0.918 0.219 0.2 3.1 1.2 -0.05
H -1.029 -0.746 0.743 0.6 -1.0 1.2 -0.02
H -2.073 -0.349 -0.737 -0.3 -1.1 -0.6 0.00
```
Forces are in eV/Å.

## Properties
- electronic energy (eV) = -5868.694
- Kohn-Sham gap (alpha / beta) (eV) = 9.60 / 6.90


# 3
Below is the molecule C4H7ClO in a non-equilibrium geometry, with properties calculated with ωB97M-V/def2-TZVPD.

Geometry as XYZ:
```
13
Properties=species:S:1:pos:R:3:forces:R:3:lowdin_charge:R:1
C -1.139 0.998 -0.119 0.0 0.0 -0.7 -0.07
C -0.681 -0.389 0.419 -1.3 -0.5 -1.6 -0.39
O -1.213 -1.468 -0.469 0.5 1.3 1.0 -0.06
C 0.799 -0.638 0.510 1.4 1.0 2.9 -0.15
C 1.719 0.099 -0.105 -0.7 -0.8 -1.8 -0.58
Cl 3.412 -0.276 -0.115 -0.2 0.2 0.4 0.60
H -2.270 1.107 -0.165 1.5 -0.5 0.0 0.10
H -0.784 1.767 0.589 0.0 -0.1 -0.5 0.08
H -0.710 1.178 -1.166 -0.7 -0.1 1.5 0.09
H -1.202 -0.544 1.351 0.2 -0.2 0.4 0.13
H -0.594 -1.390 -1.198 -0.1 -0.4 -0.5 0.07
H 1.237 -1.178 1.408 -1.0 -0.1 -1.4 0.13
H 1.425 0.735 -0.942 0.3 0.2 0.4 0.06
```
Forces are in eV/Å.

## Properties
- electronic energy (eV) = -18830.106
- structure (SMILES) = C[C@@H](O)/C=C/Cl
- Kohn-Sham gap (eV) = 10.66


# 4
Below is a cluster of 2 separate species, C4H13N2O in total in a non-equilibrium geometry, with properties calculated with ωB97M-V/def2-TZVPD.

Geometry as XYZ:
```
20
Properties=species:S:1:pos:R:3:forces:R:3:lowdin_charge:R:1
C 1.340 -0.706 0.012 -0.7 1.9 -2.2 -0.11
C 1.185 0.792 0.375 0.9 -0.9 0.4 -0.16
C 0.257 1.100 1.525 1.1 -1.0 -0.1 -0.08
C -0.790 0.414 1.961 -1.0 0.8 -0.4 -0.17
N -1.491 -0.727 1.377 1.1 0.3 0.3 0.01
N 0.152 -0.933 -0.902 -1.8 -3.6 0.0 0.11
H 2.201 -0.800 -0.646 0.2 -0.2 0.3 0.12
H 1.379 -1.431 0.814 -0.3 0.0 0.1 0.13
H 0.927 1.345 -0.528 -0.3 0.0 -0.1 0.11
H 2.214 1.119 0.542 -0.2 0.3 0.6 0.12
H 0.642 1.851 2.195 -0.4 0.5 0.0 0.11
H -1.351 0.879 2.757 0.1 -0.1 0.5 0.11
H -1.161 -1.515 1.934 -0.4 -0.2 -0.1 0.10
H -2.467 -0.590 1.612 -0.1 -0.3 -0.1 0.09
H 0.064 -1.882 -1.304 1.1 0.0 0.1 0.17
H -0.075 -0.366 -1.749 0.4 1.0 0.8 0.10
H -0.706 -1.073 -0.295 0.2 1.5 0.2 0.11
H -1.508 0.620 -3.295 -0.3 0.1 0.3 0.08
H -0.101 1.006 -3.565 0.2 0.3 0.2 0.08
O -0.711 0.896 -2.821 0.1 -0.4 -0.7 -0.04
```
Forces are in eV/Å.

## Properties
- electronic energy (eV) = -9379.610
- total charge = +1
- Kohn-Sham gap (eV) = 10.19